5
Properties=species:S:1:pos:R:3 method="wB97M-V/def2-TZVPD" homo_lumo_gap_ev="7.50 / 7.49" e_homo_ev="-23.57 / -23.57" e_above_lowest_kj_mol=280.7 e_lumo_ev="-16.07 / -16.07" fmax_ev_per_a=8.94 total_charge=+2 e_tot_ha=-430.63970
O -0.03 1.37 0.15
C 0.05 0.27 -0.41
O -0.15 -0.61 0.70
Al 0.16 -1.54 -0.79
H -0.26 0.36 1.39